Record 1
{"formula": "C5H10O", "method": "ωB97M-V/def2-TZVPD", "species": ["C", "C", "C", "C", "C", "H", "H", "H", "H", "H", "H", "H", "H", "H", "H", "O"], "positions_angstrom": [[-1.630, -1.612, -0.591], [-2.262, -0.677, -1.339], [-0.122, -1.711, -0.548], [0.442, -1.220, 0.897], [0.934, 0.008, 1.052], [-2.306, -2.494, -0.443], [-3.246, -0.942, -1.866], [-1.717, 0.185, -1.449], [0.134, -0.877, -1.189], [0.267, -2.648, -1.000], [0.589, -2.178, 1.498], [1.518, 0.360, 1.955], [0.987, 0.639, 0.114], [2.538, 4.927, 1.337], [1.991, 3.657, 0.882], [1.883, 4.584, 0.689]], "e_above_lowest_kcal_mol": 74.1, "e_homo_ha": -0.3385, "lumo_ev": 0.8, "smiles": "C=CCC=C.O"}

=====

Record 2
{"formula": "C5H10O", "method": "ωB97M-V/def2-TZVPD", "species": ["C", "C", "C", "C", "C", "O", "H", "H", "H", "H", "H", "H", "H", "H", "H", "H"], "positions_angstrom": [[-0.046, -1.180, -1.710], [-0.715, -0.736, -0.394], [-0.136, 0.582, 0.170], [-0.395, 0.979, 1.667], [1.369, 0.559, 0.207], [2.033, -0.430, 0.404], [1.026, -1.342, -1.570], [-0.470, -2.129, -2.059], [-0.176, -0.451, -2.521], [-1.793, -0.626, -0.573], [-0.593, -1.541, 0.338], [-0.470, 1.410, -0.470], [-0.857, 0.177, 2.246], [0.553, 1.191, 2.186], [-0.988, 1.890, 1.770], [1.830, 1.570, 0.185]], "e_above_lowest_kcal_mol": 15.4, "e_homo_ha": -0.3539, "lumo_ev": 1.1, "smiles": "CC[C@@H](C)C=O"}

=====

Record 3
{"formula": "C5H10O", "method": "ωB97M-V/def2-TZVPD", "species": ["C", "C", "C", "C", "C", "H", "H", "H", "H", "H", "H", "H", "H", "H", "H", "O"], "positions_angstrom": [[-1.177, 1.401, 0.077], [-1.182, -0.071, -0.335], [-2.437, -0.744, 0.174], [0.069, -0.863, -0.051], [1.213, -1.199, 0.029], [4.755, -0.623, -0.336], [5.210, 0.751, -0.060], [-1.217, 1.536, 1.178], [-2.095, 1.919, -0.286], [-0.290, 1.898, -0.299], [-1.167, -0.051, -1.419], [-2.436, -1.730, -0.222], [-2.458, -0.782, 1.305], [-3.345, -0.202, -0.206], [2.175, -1.463, 0.373], [4.382, 0.223, 0.077]], "e_above_lowest_kcal_mol": 56.3, "e_homo_ha": -0.3599, "lumo_ev": 0.7, "smiles": "C#CC(C)C.O"}

=====

Record 4
{"formula": "C5H10O", "method": "ωB97M-V/def2-TZVPD", "species": ["C", "C", "C", "C", "C", "O", "H", "H", "H", "H", "H", "H", "H", "H", "H", "H"], "positions_angstrom": [[-2.386, 0.342, -0.013], [-1.113, -0.492, 0.104], [0.156, 0.329, -0.124], [1.420, -0.525, -0.124], [2.685, 0.254, 0.137], [2.724, 1.431, 0.409], [-3.277, -0.257, 0.205], [-2.370, 1.187, 0.685], [-2.496, 0.750, -1.025], [-1.064, -0.949, 1.103], [-1.151, -1.326, -0.611], [0.087, 0.874, -1.074], [0.244, 1.095, 0.655], [1.546, -1.071, -1.070], [1.370, -1.302, 0.656], [3.624, -0.339, 0.085]], "e_above_lowest_kcal_mol": 8.1, "e_homo_ha": -0.3619, "lumo_ev": 1.1, "smiles": "CCCCC=O"}